Computed, not measured: an isolated molecule of C17H14N2O2 in a non-equilibrium geometry, with ωB97M-V with the def2-TZVPD basis set.

Last column: Mulliken charge in e.
Geometry (Å):
C (1.03, 2.43, -3.54)  -1.30
C (0.01, 1.35, -3.25)  -1.12
C (-0.20, 1.11, -1.75)  0.08
C (0.20, -0.06, -1.10)  0.38
N (0.98, -1.12, -1.65)  0.15
C (2.34, -0.82, -2.08)  -0.95
C (0.90, -2.40, -1.06)  -0.71
C (0.41, -2.58, 0.23)  -0.53
C (-0.09, -1.40, 0.93)  0.86
C (-0.19, -0.22, 0.28)  0.43
N (-0.79, 0.73, 1.10)  0.01
C (-1.20, 1.94, 0.59)  0.50
O (-1.84, 2.75, 1.28)  -0.61
C (-0.92, 2.16, -0.91)  0.36
O (-1.29, 3.21, -1.49)  -0.65
C (-0.97, 0.12, 2.36)  -0.47
C (-1.53, 0.62, 3.55)  -0.43
C (-1.70, -0.26, 4.61)  -0.67
C (-1.21, -1.60, 4.49)  -0.62
C (-0.70, -2.11, 3.31)  -0.48
C (-0.58, -1.23, 2.27)  0.49
H (1.89, 2.31, -2.87)  0.35
H (0.59, 3.41, -3.38)  0.40
H (1.35, 2.40, -4.60)  0.35
H (-0.92, 1.54, -3.78)  0.47
H (0.40, 0.40, -3.67)  0.35
H (2.80, -1.58, -2.71)  0.36
H (2.95, -0.63, -1.24)  0.36
H (2.31, 0.12, -2.63)  0.20
H (1.30, -3.25, -1.67)  0.37
H (0.45, -3.58, 0.67)  0.43
H (-1.91, 1.66, 3.55)  0.46
H (-2.13, 0.05, 5.55)  0.40
H (-1.25, -2.28, 5.31)  0.41
H (-0.49, -3.19, 3.29)  0.39

Properties
LUMO = -1.004 eV
HOMO energy = -7.69 eV
ΔE to the lowest compared entry with this formula, charge and spin = 168.3 kJ/mol
max |F| = 3.63 eV Å⁻¹
gap between HOMO and LUMO = 6.69 eV
charge = 0

Computed, not measured: C17H14N4O4Pd as an isolated structure, with ωB97M-V with the def2-TZVPD basis set.

Last column: Mulliken charge in e.
Geometry (Å):
Pd (-0.20, -0.09, -0.60)  0.69
O (-0.99, 5.06, 2.17)  -0.53
C (-1.45, 4.05, 2.87)  0.46
O (-1.96, 4.18, 3.96)  -0.61
C (-1.36, 2.69, 2.26)  0.58
C (-1.85, 1.57, 2.89)  -0.45
N (-1.60, 0.52, 2.09)  -0.32
N (-0.99, 0.90, 0.97)  0.26
C (-0.81, 2.21, 1.05)  -0.48
C (-0.07, 2.89, -0.10)  0.94
O (0.14, 4.11, 0.02)  -0.81
O (0.24, 2.14, -1.06)  -0.59
H (-0.64, 4.77, 1.26)  0.46
H (-2.35, 1.47, 3.84)  0.54
H (-1.84, -0.45, 2.23)  0.14
C (2.00, -0.99, -2.36)  -0.80
N (0.55, -1.01, -2.18)  0.08
C (-0.25, -1.82, -2.80)  0.11
C (-1.57, -1.90, -2.31)  -0.20
C (-2.73, -2.61, -2.66)  -0.77
C (-3.69, -2.27, -1.71)  -0.76
C (-3.09, -1.38, -0.81)  -0.38
N (-1.82, -1.15, -1.18)  -0.21
C (2.58, -1.03, -0.96)  0.49
C (3.13, -2.18, -0.41)  -0.73
C (3.46, -2.21, 0.94)  -0.47
C (3.23, -1.12, 1.75)  -0.61
C (2.69, 0.04, 1.21)  -0.46
C (2.39, 0.09, -0.14)  -0.44
H (2.29, -0.07, -2.87)  0.25
H (2.31, -1.84, -2.97)  0.48
H (0.12, -2.42, -3.63)  0.41
H (-2.85, -3.26, -3.51)  0.44
H (-4.71, -2.61, -1.67)  0.41
H (-3.52, -0.89, 0.04)  0.49
H (3.27, -3.06, -1.03)  0.36
H (3.89, -3.11, 1.36)  0.39
H (3.48, -1.16, 2.80)  0.40
H (2.52, 0.91, 1.83)  0.50
H (2.06, 1.03, -0.60)  0.76

Properties
LUMO = -0.799 eV
HOMO energy = -8.50 eV
ΔE to the lowest compared entry with this formula, charge and spin = 0.0 kJ/mol
max |F| = 0.82 eV Å⁻¹
gap between HOMO and LUMO = 7.70 eV
charge = 0

Computed, not measured: C17H15AgF6IN2O2PSbSe2Te2 as an isolated structure, with ωB97M-V with the def2-TZVPD basis set.

Last column: Löwdin spin population.
Geometry (Å):
Ag (2.47, 1.37, 1.74)  0.01
Se (3.87, -2.02, 5.59)  0.43
Te (3.93, 0.14, 4.55)  0.45
Te (6.11, 0.05, 2.92)  0.05
Se (5.10, 1.40, 1.05)  0.03
O (1.76, 2.88, -1.47)  0.00
C (1.38, 1.72, -1.31)  0.00
O (1.58, 0.95, -0.32)  0.00
C (0.57, 1.06, -2.45)  0.00
P (-0.17, -0.51, -1.84)  0.00
C (-1.40, -0.86, -3.19)  0.00
C (-2.53, -1.64, -2.91)  0.00
C (-3.40, -2.02, -3.92)  0.00
C (-3.17, -1.63, -5.23)  0.00
C (-2.05, -0.86, -5.52)  0.00
C (-1.18, -0.48, -4.51)  0.00
C (-1.32, 0.14, -0.57)  0.00
C (-1.07, -0.14, 0.76)  0.00
C (-1.84, 0.42, 1.77)  0.00
C (-2.88, 1.27, 1.45)  0.00
C (-3.16, 1.55, 0.12)  0.00
C (-2.39, 0.99, -0.89)  0.00
H (1.26, 0.84, -3.26)  0.00
H (-0.18, 1.77, -2.83)  0.00
H (-2.72, -1.94, -1.89)  0.00
H (-4.27, -2.62, -3.68)  0.00
H (-3.85, -1.92, -6.02)  0.00
H (-1.86, -0.54, -6.54)  0.00
H (-0.32, 0.13, -4.76)  0.00
H (-0.22, -0.77, 1.01)  0.00
H (-1.61, 0.22, 2.81)  0.00
H (-3.45, 1.74, 2.24)  0.00
H (-3.97, 2.23, -0.14)  0.00
H (-2.60, 1.22, -1.93)  0.00
I (1.30, -5.18, 0.85)  0.00
C (2.07, -3.28, 1.01)  0.00
C (2.93, -2.66, 0.12)  0.00
N (3.15, -1.44, 0.62)  0.00
N (2.49, -1.22, 1.76)  0.02
C (1.83, -2.33, 2.02)  0.00
H (3.36, -2.99, -0.80)  0.00
H (3.72, -0.67, 0.26)  0.00
H (1.22, -2.42, 2.90)  0.00
F (0.61, 0.81, 3.82)  0.00
Sb (0.20, 2.59, 4.36)  0.00
F (0.46, 2.11, 6.17)  0.00
F (2.06, 2.95, 4.17)  0.00
F (-0.14, 4.38, 4.87)  0.00
F (-0.05, 3.07, 2.56)  0.00
F (-1.64, 2.14, 4.52)  0.00

Properties
LUMO (spin up / spin down) = 3.515 / 3.000 eV
multiplicity = 2
HOMO energy (spin up / spin down) = -2.22 / -2.24 eV
ΔE to the lowest compared entry with this formula, charge and spin = 101.9 kJ/mol
max |F| = 0.23 eV Å⁻¹
gap between HOMO and LUMO (spin up / spin down) = 5.73 / 5.24 eV
charge = -2

Computed, not measured: C17H15BaCl2N3O6S2 as an isolated structure, with ωB97M-V with the def2-TZVPD basis set.

Last column: Mulliken charge in e.
Geometry (Å):
Ba (0.09, 0.47, -0.09)  1.48
O (5.32, -5.13, 0.84)  -0.76
C (4.94, -4.35, 1.75)  0.38
O (5.60, -3.76, 2.62)  -0.74
C (3.42, -4.12, 1.80)  0.34
C (2.53, -5.15, 1.52)  -0.33
C (1.17, -4.89, 1.56)  -0.52
N (0.64, -3.69, 1.77)  -0.59
C (1.50, -2.69, 1.99)  0.71
C (2.87, -2.87, 2.06)  -0.28
C (0.93, -1.28, 2.03)  0.18
O (-0.31, -1.10, 2.04)  -0.82
O (1.77, -0.34, 1.89)  -0.79
H (2.91, -6.13, 1.27)  0.42
H (0.46, -5.70, 1.38)  0.40
H (3.52, -2.03, 2.28)  0.50
Cl (-1.27, 2.77, 1.98)  -0.24
C (-2.39, 3.82, 1.14)  0.74
C (-2.54, 5.09, 1.68)  -0.72
C (-3.42, 5.98, 1.10)  -0.28
C (-4.14, 5.58, -0.01)  -0.71
C (-3.97, 4.31, -0.53)  0.54
Cl (-4.93, 3.91, -1.93)  -0.24
C (-3.07, 3.36, 0.00)  -0.42
S (-2.87, 1.79, -0.70)  -0.53
H (-1.96, 5.36, 2.55)  0.35
H (-3.55, 6.98, 1.51)  0.33
H (-4.85, 6.25, -0.49)  0.36
C (1.47, -4.23, -2.13)  -1.21
N (2.57, -3.34, -1.79)  0.38
C (3.92, -3.89, -1.88)  -1.23
C (2.30, -2.10, -1.36)  0.77
C (3.43, -1.19, -0.94)  -1.12
O (1.13, -1.68, -1.32)  -0.74
H (1.47, -4.44, -3.20)  0.33
H (0.54, -3.76, -1.85)  0.31
H (1.59, -5.17, -1.58)  0.43
H (3.83, -4.92, -2.24)  0.36
H (4.42, -3.95, -0.92)  0.38
H (4.52, -3.34, -2.60)  0.37
H (4.42, -1.62, -1.06)  0.42
H (3.26, -0.95, 0.11)  0.24
H (3.34, -0.27, -1.53)  0.30
O (2.20, 0.70, -4.28)  -0.60
S (1.04, 1.09, -3.45)  0.36
N (1.20, 1.83, -2.19)  -0.49

Properties
LUMO = 4.104 eV
HOMO energy = -2.86 eV
ΔE to the lowest compared entry with this formula, charge and spin = 45.9 kJ/mol
max |F| = 0.46 eV Å⁻¹
gap between HOMO and LUMO = 6.96 eV
charge = -2

Computed, not measured: C17H15F4MgN3O4 as an isolated structure in a non-equilibrium geometry, with ωB97M-V with the def2-TZVPD basis set.

Last column: Mulliken charge in e.
Geometry (Å):
Mg (-0.54, -0.37, -0.22)  1.26
O (3.40, -0.18, 1.56)  -0.49
C (2.20, -0.39, 1.05)  0.18
O (1.45, 0.49, 0.69)  -0.50
C (1.81, -1.83, 0.94)  0.37
C (2.58, -2.93, 1.27)  -0.67
C (2.04, -4.18, 1.00)  -0.33
C (0.80, -4.30, 0.40)  -0.70
C (0.10, -3.13, 0.11)  0.33
N (0.60, -1.95, 0.40)  0.17
C (-1.26, -3.03, -0.62)  0.39
O (-1.80, -4.07, -0.98)  -0.70
O (-1.63, -1.82, -0.78)  -0.87
H (3.58, 0.77, 1.56)  0.40
H (3.56, -2.81, 1.71)  0.57
H (2.61, -5.07, 1.25)  0.44
H (0.36, -5.25, 0.14)  0.56
C (-2.75, -0.41, 1.70)  -1.22
N (-1.51, 0.37, 1.55)  0.50
C (-0.78, 0.32, 2.81)  -1.25
C (-1.81, 1.78, 1.20)  -0.92
C (-2.17, 1.92, -0.29)  -0.88
N (-1.13, 1.27, -1.06)  -0.07
C (-0.28, 1.88, -1.88)  0.50
C (0.79, 1.08, -2.38)  0.35
F (0.80, -0.23, -1.92)  -0.27
C (1.77, 1.52, -3.22)  -0.06
F (2.74, 0.66, -3.60)  -0.32
C (1.78, 2.82, -3.68)  -0.58
C (0.76, 3.64, -3.23)  0.15
F (0.73, 4.91, -3.65)  -0.32
C (-0.23, 3.21, -2.37)  0.25
F (-1.18, 4.10, -2.01)  -0.35
H (-3.35, -0.02, 2.53)  0.36
H (-3.34, -0.38, 0.79)  0.34
H (-2.50, -1.45, 1.90)  0.32
H (-1.39, 0.71, 3.64)  0.37
H (-0.50, -0.71, 3.05)  0.31
H (0.12, 0.93, 2.75)  0.35
H (-2.61, 2.18, 1.84)  0.40
H (-0.90, 2.36, 1.37)  0.35
H (-3.12, 1.41, -0.49)  0.32
H (-2.31, 2.98, -0.51)  0.48
H (2.55, 3.19, -4.34)  0.49

Properties
LUMO = -1.014 eV
HOMO energy = -7.13 eV
max |F| = 1.19 eV Å⁻¹
gap between HOMO and LUMO = 6.12 eV
charge = 0

Computed, not measured: C17H15GdO4P as an isolated structure in a non-equilibrium geometry, with ωB97M-V with the def2-TZVPD basis set.

Last column: Löwdin spin population.
Geometry (Å):
Gd (0.69, -0.48, -2.35)  6.77
O (-0.07, 2.91, -1.65)  0.00
C (0.04, 1.77, -1.81)  -0.02
C (-0.23, -2.75, -2.30)  -0.02
O (-0.70, -3.81, -2.40)  0.01
C (3.17, -0.60, -1.61)  -0.02
O (4.30, -0.65, -1.36)  0.00
C (-1.73, -0.31, -2.27)  -0.02
O (-2.86, -0.36, -2.45)  0.00
H (0.16, 0.37, -7.03)  0.00
H (0.12, -0.33, -6.76)  0.00
C (1.03, -2.32, 1.05)  0.03
P (0.31, -0.87, 0.29)  0.10
C (-1.36, -0.80, 1.01)  0.04
C (-2.37, -1.54, 0.38)  0.03
C (-3.71, -1.27, 0.63)  0.00
C (-4.04, -0.32, 1.61)  0.04
C (-3.04, 0.42, 2.24)  0.01
C (-1.70, 0.23, 1.92)  0.01
C (1.18, 0.64, 0.92)  0.01
C (0.73, 1.97, 0.85)  0.01
C (1.61, 3.03, 1.00)  0.00
C (2.96, 2.78, 1.30)  0.01
C (3.43, 1.47, 1.31)  0.00
C (2.54, 0.42, 1.13)  0.01
H (0.46, -3.22, 0.79)  0.00
H (1.03, -2.20, 2.14)  0.01
H (2.06, -2.48, 0.71)  0.00
H (-2.09, -2.32, -0.34)  0.00
H (-4.48, -1.79, 0.08)  0.00
H (-5.08, -0.14, 1.83)  0.00
H (-3.34, 1.15, 3.00)  0.00
H (-0.97, 0.89, 2.38)  0.00
H (-0.33, 2.20, 0.76)  0.00
H (1.26, 4.06, 0.92)  0.00
H (3.66, 3.60, 1.41)  0.00
H (4.48, 1.26, 1.47)  0.00
H (2.90, -0.61, 1.23)  0.00

Properties
LUMO (spin up / spin down) = -12.917 / -13.547 eV
multiplicity = 8
HOMO energy (spin up / spin down) = -18.78 / -18.68 eV
ΔE to the lowest compared entry with this formula, charge and spin = 0.0 kJ/mol
max |F| = 7.49 eV Å⁻¹
gap between HOMO and LUMO (spin up / spin down) = 5.87 / 5.13 eV
charge = +3

Q: Which value of max |F| does entry 1 give?
A: 3.63 eV Å⁻¹

Q: Which formula does entry 3 have?
A: C17H15AgF6IN2O2PSbSe2Te2

Q: max |F| of number 1 (C17H14N2O2)?
A: 3.63 eV Å⁻¹

Q: The lowest max |F| belongs to which entry?
A: C17H15AgF6IN2O2PSbSe2Te2